No. 1
The following is a DFT calculation (wB97M-V/def2-TZVPD) of a structure of composition C24H35FeN5O2 in a non-equilibrium geometry.

CARTESIAN COORDINATES (ANGSTROEM)
Fe 1.4785 -0.8922 -0.2207
C 4.2618 -1.8132 1.6631
C 3.3554 -2.1377 0.5141
C 2.1891 -2.9082 0.7195
C 1.3312 -3.2078 -0.3002
C 0.0649 -3.9720 -0.0480
C 1.6425 -2.7439 -1.6016
C 2.7972 -2.0191 -1.8526
C 3.1340 -1.5475 -3.2350
C 3.6243 -1.6915 -0.7635
H 5.0323 -2.5809 1.7600
H 3.7083 -1.7828 2.6008
H 4.7688 -0.8591 1.5166
H 1.9290 -3.1913 1.7327
H 0.2214 -5.0319 -0.2595
H -0.7361 -3.6128 -0.6935
H -0.2504 -3.8780 0.9900
H 0.9390 -2.9233 -2.4059
H 3.6223 -2.3497 -3.7920
H 3.8153 -0.6971 -3.2108
H 2.2380 -1.2618 -3.7849
H 4.5029 -1.0807 -0.9383
N 1.6686 2.2544 4.2777
C 1.5611 0.8654 3.8460
C 1.6053 0.8022 2.3245
O 1.4659 -0.2500 1.7145
O 1.8266 1.9397 1.7255
H 2.4046 2.4032 4.9541
H 0.8047 2.6042 4.6686
H 1.8767 2.5903 2.4833
H 0.6405 0.3764 4.1580
H 2.3903 0.2622 4.2172
N -4.2010 2.4534 0.2306
C -3.6490 1.7244 1.4325
C -2.2032 2.1525 1.6608
N -1.4481 1.2433 2.4972
H -5.2170 2.3905 0.1718
H -3.8233 2.0322 -0.6332
H -3.9441 3.4399 0.2472
H -3.7159 0.6672 1.1969
H -4.2974 1.9563 2.2754
H -2.1922 3.1569 2.0957
H -1.6967 2.2111 0.6926
H -1.2585 0.3868 1.9844
H -1.9460 1.0105 3.3492
N 3.0322 2.4234 -2.1977
C 1.9165 2.2427 -2.9803
C 1.2403 1.2071 -2.4193
N 1.9328 0.7563 -1.3140
C 3.0047 1.5152 -1.2082
H 3.7459 3.1208 -2.3283
H 1.7164 2.8517 -3.8447
H 0.3130 0.7463 -2.7170
H 3.7517 1.4562 -0.4328
C -0.3886 -0.6504 -0.5056
C -1.5789 -0.4828 -0.7098
C -2.9281 -0.3049 -1.1721
C -3.2275 0.6212 -2.1885
C -4.5241 0.7429 -2.6815
C -5.5480 -0.0392 -2.1639
C -5.2667 -0.9523 -1.1539
C -3.9741 -1.0921 -0.6706
H -2.4414 1.2617 -2.5716
H -4.7300 1.4447 -3.4807
H -6.5516 0.0433 -2.5619
H -6.0574 -1.5761 -0.7549
H -3.7588 -1.8262 0.0965

Output
Kohn-Sham gap (spin up / spin down) (eV): 8.526 / 8.511
Lowest unoccupied orbital energy (spin up / spin down) (eV): -4.56 / -4.56
HOMO (spin up / spin down) (Ha): -0.4809 / -0.4803
DFT total energy (eV): -71375.3120
Net charge: +2

No. 2
The following is a DFT calculation (wB97M-V/def2-TZVPD) of an isolated molecule of C12H17N3OS in a non-equilibrium geometry.

CARTESIAN COORDINATES (ANGSTROEM)
C 2.2555 3.6032 2.7384
C 3.0425 2.8810 1.6437
C 4.5415 3.0478 1.9109
C 2.5804 1.4155 1.5949
S 3.4103 0.1124 2.4273
N 2.2282 -0.9665 1.9958
C 1.2582 -0.4175 1.1457
N 0.2910 -1.1015 0.5833
C -0.6461 -0.3411 -0.1795
C -1.7795 -1.1287 -0.8032
C -2.9930 -0.2028 -1.1409
C -1.3121 -1.6947 -2.1390
C -2.2630 -2.2751 0.0688
N -0.5853 0.9458 -0.3398
C 0.4464 1.6471 0.2397
O 0.4405 2.8391 0.0756
C 1.4350 0.9672 0.9717
H 1.1794 3.5504 2.4765
H 2.3889 3.1318 3.6989
H 2.6051 4.6444 2.7418
H 2.8266 3.3588 0.7064
H 5.1174 2.5089 1.1632
H 4.8279 4.0840 1.8839
H 4.7724 2.6965 2.9160
H 2.4813 -1.9663 1.8904
H -2.7013 0.4441 -1.9357
H -3.2528 0.3500 -0.2411
H -3.8552 -0.8155 -1.4875
H -2.1054 -2.2728 -2.6135
H -0.9888 -0.9587 -2.8860
H -0.4749 -2.3888 -2.0328
H -3.0199 -2.8650 -0.4256
H -1.4427 -2.9250 0.3080
H -2.7166 -1.9159 1.0357

Output
Kohn-Sham gap (eV): 7.967
Lowest unoccupied orbital energy (eV): -0.60
HOMO (Ha): -0.3147
DFT total energy (eV): -30072.8407
Net charge: 0
SMILES: CC(C)c1s[nH]c2nc(C(C)(C)C)nc(=O)c1-2

No. 3
The following is a DFT calculation (wB97M-V/def2-TZVPD) of a cluster of 8 separate species, C36H74BO9 in total in a non-equilibrium geometry.

CARTESIAN COORDINATES (ANGSTROEM)
C 3.8356 -1.8005 -3.1192
C 3.7589 -0.2687 -2.5557
C 4.1141 -0.3172 -0.9341
C 2.3786 0.5445 -2.8569
C 1.1693 -0.3071 -3.5473
B -0.3430 0.3555 -3.2455
O -0.5941 0.9238 -1.8976
C -2.0369 0.6119 -1.6598
C -1.9212 -1.0221 -1.9635
C -3.2865 -1.9284 -1.9497
O -1.1871 -0.8898 -3.2662
H 2.9290 -2.4938 -2.7980
H 4.7914 -2.2993 -2.6074
H 4.0575 -1.8575 -4.2864
H 4.6521 0.3372 -3.0636
H 3.6419 0.6452 -0.4596
H 5.2938 -0.2230 -0.8512
H 3.7464 -1.3175 -0.4442
H 2.0113 1.0469 -1.8593
H 2.6542 1.4445 -3.5848
H 1.0793 -1.4259 -3.2209
H 1.2932 -0.2443 -4.7308
H -0.7237 0.9861 -4.1688
H -2.5044 0.9008 -0.6255
H -2.7819 1.0753 -2.4590
H -1.1646 -1.3774 -1.1174
H -4.0370 -1.5895 -1.1078
H -2.9773 -3.0684 -1.8038
H -3.8177 -1.8863 -3.0069
C -4.0606 -3.0001 3.0494
C -5.5308 -2.7300 3.2397
C -5.8200 -1.7500 2.1236
O -4.9183 -2.0613 1.0525
C -3.9264 -2.9741 1.5426
H -3.7260 -3.9422 3.4909
H -3.4735 -2.1861 3.4911
H -6.1007 -3.6534 3.0832
H -5.7815 -2.3369 4.2283
H -5.6224 -0.7198 2.4380
H -6.8519 -1.8140 1.7665
H -4.1349 -3.9582 1.1089
H -2.9343 -2.6514 1.2149
C -1.6336 5.8474 -0.3829
C -1.3291 4.5149 -1.0174
C -0.0924 4.0795 -0.2620
O -0.1890 4.6419 1.0539
C -1.2515 5.6053 1.0609
H -2.6730 6.1635 -0.5016
H -0.9878 6.6207 -0.8158
H -2.1509 3.8155 -0.8234
H -1.1727 4.5675 -2.0978
H 0.8171 4.4734 -0.7278
H -0.0054 2.9914 -0.1918
H -2.0868 5.1770 1.6256
H -0.9198 6.5166 1.5659
C 2.8806 0.6101 -8.8818
C 4.0579 1.4817 -8.5280
C 3.9791 1.5227 -7.0175
O 3.4033 0.2783 -6.5969
C 2.8787 -0.3941 -7.7501
H 2.9601 0.1425 -9.8665
H 1.9588 1.2034 -8.8567
H 4.9882 0.9929 -8.8404
H 4.0232 2.4743 -8.9842
H 3.3204 2.3281 -6.6755
H 4.9595 1.6515 -6.5499
H 3.5369 -1.2415 -7.9708
H 1.8783 -0.7771 -7.5303
C -4.4385 -5.4843 7.8263
C -3.3542 -4.4401 7.8934
C -3.1156 -4.1366 6.4303
O -4.3634 -4.3427 5.7537
C -5.2631 -5.0094 6.6500
H -5.0208 -5.5731 8.7469
H -3.9978 -6.4632 7.6029
H -3.7314 -3.5461 8.4037
H -2.4524 -4.7751 8.4122
H -2.3824 -4.8245 5.9961
H -2.7724 -3.1112 6.2654
H -6.0206 -4.2830 6.9642
H -5.7623 -5.8305 6.1283
C -3.3970 -10.6396 8.1580
C -3.3838 -10.2123 9.6030
C -2.4969 -8.9869 9.5629
O -2.6715 -8.3889 8.2710
C -3.3844 -9.3107 7.4347
H -4.2550 -11.2619 7.8915
H -2.4823 -11.1990 7.9280
H -4.3962 -9.9307 9.9156
H -3.0168 -10.9824 10.2861
H -1.4407 -9.2571 9.6661
H -2.7492 -8.2613 10.3415
H -4.4001 -8.9228 7.3003
H -2.9012 -9.3701 6.4556
C -0.1489 9.5324 5.5639
C 0.9077 9.0517 4.6029
C 0.1092 8.1666 3.6709
O -1.2187 8.7064 3.6202
C -1.3529 9.6848 4.6604
H 0.1159 10.4580 6.0811
H -0.3430 8.7608 6.3184
H 1.3192 9.9031 4.0481
H 1.7352 8.5260 5.0859
H 0.0396 7.1439 4.0565
H 0.5310 8.1313 2.6623
H -1.3719 10.6733 4.1885
H -2.2973 9.5328 5.1901
C 8.4099 3.8757 -10.2680
C 8.7016 3.7739 -8.7931
C 7.3667 3.3297 -8.2360
O 6.7277 2.5515 -9.2574
C 7.4544 2.7222 -10.4821
H 9.3011 3.8135 -10.8976
H 7.9039 4.8247 -10.4816
H 9.4565 2.9985 -8.6171
H 9.0597 4.7066 -8.3501
H 6.7220 4.1876 -8.0171
H 7.4703 2.7301 -7.3271
H 7.9956 1.7909 -10.6817
H 6.7556 2.9027 -11.3036

Output
Kohn-Sham gap (eV): 5.259
Lowest unoccupied orbital energy (eV): 1.81
HOMO (Ha): -0.1266
DFT total energy (eV): -57631.0531
Net charge: -1

No. 4
The following is a DFT calculation (wB97M-V/def2-TZVPD) of a cluster of 5 separate species, CH11O4S in total in a non-equilibrium geometry.

CARTESIAN COORDINATES (ANGSTROEM)
C -2.4201 1.1834 -0.9413
S -1.0869 -0.2239 -0.6006
H -3.3159 0.7626 -0.6356
H -2.6854 1.5736 -1.9634
H -2.3395 2.0033 -0.3602
H -1.7721 -3.3111 0.4473
H -1.3758 -1.9170 1.2043
O -1.6440 -2.8246 1.2584
H -0.2265 1.9518 -1.6327
H 1.2795 2.2568 -1.5482
O 0.4117 2.7321 -1.6750
H 3.8910 -2.7429 1.1777
H 3.1475 -1.4204 1.2096
O 3.9191 -1.8710 1.6897
H 1.2289 0.4836 1.4683
H 1.1234 0.8503 0.1446
O 1.8651 0.5136 0.7572

Output
Kohn-Sham gap (eV): 7.179
Lowest unoccupied orbital energy (eV): 3.47
HOMO (Ha): -0.1362
DFT total energy (eV): -20241.4193
Net charge: -1

No. 5
The following is a DFT calculation (wB97M-V/def2-TZVPD) of a cluster of 2 separate species, C2H3ClO2S in total in a non-equilibrium geometry.

CARTESIAN COORDINATES (ANGSTROEM)
C -1.1599 -0.3400 -0.1256
C -1.5770 0.8594 0.2537
O 2.8335 -1.6895 0.6165
O 2.0235 -0.0866 -1.0486
S 2.8712 -0.3319 0.0686
Cl -0.6562 2.2670 -0.1398
H -1.7465 -1.1622 0.2368
H -0.1507 -0.5091 -0.6723
H -2.4380 0.9927 0.8107

Output
Kohn-Sham gap (eV): 8.345
Lowest unoccupied orbital energy (eV): -1.38
HOMO (Ha): -0.3573
DFT total energy (eV): -29573.8711
Net charge: 0

No. 6
The following is a DFT calculation (wB97M-V/def2-TZVPD) of a structure of composition C36H38MnN6O3S.

CARTESIAN COORDINATES (ANGSTROEM)
Mn 0.1881 -0.3858 -0.1127
C 0.3792 2.0094 1.8293
C 1.8801 2.0587 1.6008
C 2.5898 0.7252 1.5884
C 3.9083 0.6833 2.0305
C 4.5652 -0.5249 2.1395
C 3.8659 -1.6832 1.8325
C 2.5756 -1.5625 1.3690
N 1.9414 -0.3867 1.2057
N -0.3996 1.6369 0.6250
C -1.8059 1.3580 1.0134
C -1.8604 0.1613 1.9158
C -2.7414 0.0675 2.9794
C -2.6519 -1.0240 3.8278
C -1.6554 -1.9622 3.6055
C -0.8200 -1.7945 2.5175
N -0.9388 -0.7760 1.6587
C -0.4430 2.8056 -0.2797
C -0.8357 2.4506 -1.6908
C -1.1795 3.4301 -2.6170
C -1.4217 3.0455 -3.9219
C -1.3162 1.6995 -4.2577
C -0.9923 0.8000 -3.2614
N -0.7605 1.1655 -1.9984
H 0.0336 2.9862 2.1886
H 0.1684 1.2854 2.6152
H 2.3087 2.6330 2.4241
H 2.1385 2.6281 0.7053
H 4.3991 1.6052 2.3112
H 5.5893 -0.5672 2.4847
H 4.3092 -2.6616 1.9486
H 2.0144 -2.4505 1.1183
H -2.3661 1.1593 0.0977
H -2.2459 2.2288 1.5137
H -3.4653 0.8522 3.1516
H -3.3267 -1.1243 4.6668
H -1.5200 -2.8091 4.2626
H -0.0336 -2.5077 2.3198
H 0.5354 3.2878 -0.2939
H -1.1320 3.5562 0.1263
H -1.2441 4.4687 -2.3188
H -1.6811 3.7811 -4.6708
H -1.4869 1.3592 -5.2691
H -0.9073 -0.2598 -3.4719
O -0.2762 -8.6042 1.1074
C -1.0719 -7.5253 1.0973
O -2.1955 -7.5937 1.5008
C -0.5127 -6.2237 0.5756
C 0.7529 -6.0578 0.0294
C 1.1684 -4.8168 -0.4316
C 0.3095 -3.7232 -0.3639
C -0.9350 -3.8810 0.2238
C -1.3483 -5.1170 0.6776
N 0.7052 -2.4228 -0.8283
C 1.4692 -2.3969 -1.8474
C 2.0531 -1.1395 -2.2944
C 2.9877 -1.1117 -3.3161
C 3.5639 0.1013 -3.6578
C 3.1716 1.2314 -2.9634
C 2.2131 1.1103 -1.9681
N 1.6547 -0.0484 -1.6253
H 0.6102 -8.4171 0.7817
H 1.4539 -6.8796 -0.0487
H 2.1783 -4.7141 -0.8052
H -1.5654 -3.0157 0.3222
H -2.3247 -5.2548 1.1225
H 1.7323 -3.2980 -2.3974
H 3.2607 -2.0272 -3.8226
H 4.3025 0.1610 -4.4452
H 3.5883 2.2024 -3.1889
H 1.8705 1.9847 -1.4386
O -1.8935 -0.9904 -0.9199
S -2.8300 -1.8941 -1.7059
C -4.0273 -2.5740 -0.5137
C -5.2190 -1.6275 -0.4681
C -5.4476 -1.2133 -1.9165
C -4.0797 -0.7846 -2.4375
H -3.4966 -2.6902 0.4288
H -4.3060 -3.5603 -0.8890
H -4.9825 -0.7532 0.1435
H -6.0899 -2.1136 -0.0310
H -6.1674 -0.4020 -2.0147
H -5.8282 -2.0584 -2.4931
H -3.7947 0.2000 -2.0641
H -3.9814 -0.8037 -3.5208

Output
Kohn-Sham gap (spin up / spin down) (eV): 8.177 / 7.683
Lowest unoccupied orbital energy (spin up / spin down) (eV): -5.93 / -5.93
HOMO (spin up / spin down) (Ha): -0.5186 / -0.5003
DFT total energy (eV): -95176.1716
Spin multiplicity: 2
Net charge: +2

No. 7
The following is a DFT calculation (wB97M-V/def2-TZVPD) of a cluster of 6 separate species, C2H16NO5 in total in a non-equilibrium geometry.

CARTESIAN COORDINATES (ANGSTROEM)
C -2.4634 1.4528 0.3712
C -1.2646 0.1256 -1.4156
N -1.3082 0.9558 -0.3394
H -2.7107 2.4966 0.1439
H -2.1302 1.5609 1.4087
H -3.3399 0.8085 0.3445
H -2.1070 -0.2999 -1.9354
H -0.3286 -0.4171 -1.4543
H -0.4596 1.1557 0.1986
H 1.0889 -1.0849 0.6408
H 1.8968 0.0593 0.3939
O 0.9843 -0.0972 0.6736
H -1.4777 -2.3923 0.9435
H -2.2216 -1.4676 1.6802
O -2.4139 -2.2346 1.1222
H 2.4121 -0.8126 -2.4975
H 3.2838 0.0509 -1.9279
O 2.8331 -0.7567 -1.6222
H 1.7812 2.8086 0.3268
H 0.5391 3.2824 -0.6212
O 0.9741 2.5915 -0.1251
H 2.3903 -2.1835 1.8290
H 2.3131 -3.0394 0.6277
O 1.7286 -2.5628 1.2344

Output
Kohn-Sham gap (spin up / spin down) (eV): 5.152 / 9.222
Lowest unoccupied orbital energy (spin up / spin down) (eV): 0.22 / 0.21
HOMO (spin up / spin down) (Ha): -0.1812 / -0.3312
DFT total energy (eV): -14058.3224
Spin multiplicity: 2
Net charge: 0

No. 8
The following is a DFT calculation (wB97M-V/def2-TZVPD) of a cluster of 2 separate species, C4H12N4O in total in a non-equilibrium geometry.

CARTESIAN COORDINATES (ANGSTROEM)
C -0.2265 0.1922 -1.9273
C 0.0455 0.6807 -0.5348
N 2.1071 -0.6447 -0.5226
C 1.2432 0.2891 0.1843
O -0.3237 1.9849 -0.2785
H -1.1365 2.1861 -0.7582
H 2.6849 -0.1800 -1.2121
H 2.7161 -1.1308 0.1224
H 1.7396 1.1659 0.6184
H -0.0956 -0.8847 -1.9682
H 0.4577 0.6684 -2.6379
H -1.2482 0.4303 -2.2323
N -0.0879 -1.6923 1.5591
N -1.6470 0.4159 1.8026
C -1.5424 -0.3109 0.6173
N -0.9574 -1.5187 0.5829
H 0.8601 -0.4047 1.1045
H 0.3974 -2.5679 1.3517
H -1.6223 1.4212 1.6986
H -0.9847 0.0965 2.4985
H -2.3795 -0.1964 -0.0686

Output
Kohn-Sham gap (spin up / spin down) (eV): 8.274 / 8.274
Lowest unoccupied orbital energy (spin up / spin down) (eV): 0.67 / 0.67
HOMO (spin up / spin down) (Ha): -0.2795 / -0.2795
DFT total energy (eV): -12347.3912
Net charge: 0

No. 9
The following is a DFT calculation (wB97M-V/def2-TZVPD) of a cluster of 3 separate species, C3H11NO3 in total in a non-equilibrium geometry.

CARTESIAN COORDINATES (ANGSTROEM)
C -2.0655 2.2516 1.3265
C -1.5496 0.8304 1.0655
N -0.1538 0.8320 0.6709
C 0.8228 0.3149 1.4584
O 1.8671 -0.1170 1.0214
H -3.1538 2.2521 1.4060
H -1.7310 2.9272 0.5207
H -1.5926 2.6175 2.2363
H -1.5885 0.2935 2.0090
H -2.1723 0.3063 0.3395
H 0.1588 0.6805 -0.2961
H 0.6501 0.3675 2.5434
O 1.5965 -3.6963 -1.8279
H 0.7867 -3.7410 -2.3512
H 1.4977 -2.9104 -1.2741
O -0.1430 0.0999 -2.5036
H -0.2751 0.2718 -3.4478
H -1.0541 0.1619 -2.1741

Output
Kohn-Sham gap (eV): 10.029
Lowest unoccupied orbital energy (eV): 0.27
HOMO (Ha): -0.3585
DFT total energy (eV): -10921.9099
Net charge: 0
SMILES: CCNC=O.O.O